Record 1
DFT (ωB97M-V with the def2-TZVPD basis set) results for a 7-piece molecular cluster, C49H51BrI2N2O5 overall in a non-equilibrium geometry.

Each line ends with the Mulliken charge.
Positions of all 110 atoms, in Å:
I -2.1993 -5.1703 0.7017  0.405
I -7.4879 -0.2753 -2.6536  0.008
Br -1.9554 -1.5885 3.6018  -0.015
O 0.7056 -3.7707 -0.6537  -0.599
O -3.0226 1.3487 2.3685  -0.492
O -4.5849 -2.9635 5.2117  -0.486
O -3.3736 -0.8157 0.2654  -0.385
O -1.0754 -3.7119 -2.2738  -0.565
N -1.8200 -3.1794 1.2687  -0.260
N -3.6080 -3.7599 2.8168  -0.426
C -0.5629 10.7705 -1.9434  -0.357
C -1.3192 -2.3250 0.1263  2.235
C 2.7242 -3.3020 -4.5412  -0.604
C 6.3068 2.9271 -0.7048  -0.422
C 4.6197 1.6788 -1.9010  -0.769
C -4.0100 -1.6494 1.2989  1.244
C -0.3674 9.5533 -4.0212  -0.386
C 1.7767 -3.1445 -6.7578  -0.383
C -1.0394 10.4765 -3.2207  -0.387
C 4.7101 1.5820 0.5111  -0.171
C 5.7547 -1.7498 3.4390  -0.468
C 4.1177 1.1978 -0.6921  -0.104
C -0.3555 4.1029 -4.7693  -0.536
C -1.5674 -5.6610 5.9217  -0.194
C 0.5003 -3.3189 -6.2239  -0.532
C 2.8896 -3.1390 -5.9164  -0.359
C 3.4617 -2.5105 3.4153  -0.582
C -2.2394 -4.7378 6.7222  -0.110
C -0.5337 -3.3219 -0.9633  -0.220
C -4.8235 -0.5663 2.2847  -0.721
C -0.2250 -1.1760 0.5380  -0.687
C 0.1052 2.7932 -4.6377  -0.471
C 1.7824 3.5419 -3.0687  -0.061
C 0.0659 -5.9876 7.6713  -0.426
C 1.4469 -3.4672 -4.0063  -0.113
C 3.4712 -2.4957 2.0202  -0.130
C 0.5917 10.1471 -1.4697  -0.383
C -5.9016 -2.0860 -0.6899  -0.677
C -0.6083 -5.0672 8.4732  -0.307
C -0.4157 -6.2885 6.3976  -0.481
C 5.7109 2.5472 -1.9078  -0.446
C 4.6029 -2.1361 4.1239  -0.367
C 4.6199 -2.1005 1.3354  -0.565
C -5.2402 -2.6134 0.7025  -0.778
C -6.4206 -0.5362 -0.7106  -0.781
C 1.1730 2.5121 -3.7851  -0.438
C 5.7623 -1.7297 2.0441  -0.478
C 0.7843 8.9258 -3.5452  -0.353
C -3.8566 -3.4089 4.1500  0.564
C 1.3194 4.8510 -3.1975  -0.619
C -2.9253 -2.5750 2.1009  -0.204
C 5.8071 2.4431 0.5039  -0.524
C -2.5471 -1.5898 -0.6650  -0.775
C 0.3347 -3.4781 -4.8484  -0.294
C -1.7629 -4.4438 7.9995  -0.679
C -4.4006 1.0016 1.9988  -0.454
C 1.2659 9.2267 -2.2716  -0.427
C 0.2478 5.1312 -4.0459  -0.089
C 0.7126 -0.2203 1.0172  -0.971
H -2.2899 -3.7286 8.6250  0.376
H -4.8833 -3.7266 0.5082  0.134
H 1.3060 8.2036 -4.1672  0.528
H -0.1157 6.1506 -4.1436  0.345
H -0.6605 -3.6106 -4.4322  0.417
H 7.1602 3.6000 -0.7101  0.367
H 2.5649 -2.8138 3.9491  0.429
H -0.3675 1.9915 -5.1990  0.413
H 6.6585 -1.4250 1.5100  0.408
H 4.6252 -2.0823 0.2484  0.496
H 6.0975 2.9272 -2.8495  0.375
H -7.2322 -0.3398 0.1093  0.375
H 1.3815 0.6343 1.4772  0.339
H 6.6454 -1.4635 3.9914  0.377
H -6.1351 -2.7197 1.4859  0.435
H 1.7928 5.6530 -2.6374  0.410
H -3.1068 -2.4116 -1.2798  0.232
H -1.0899 11.4857 -1.3179  0.350
H -0.7401 9.3225 -5.0156  0.366
H -6.8712 -2.7589 -0.8747  0.452
H -3.1359 -4.2477 6.3505  0.285
H 6.2727 2.7379 1.4411  0.371
H -1.9401 -5.8918 4.9272  0.424
H 1.3180 -3.5885 -2.9344  0.386
H -0.2345 -4.8354 9.4671  0.366
H -2.9576 1.5250 3.3525  0.328
H -5.1073 1.6553 2.7051  0.390
H 2.6185 3.3239 -2.4087  0.231
H 0.9655 10.3789 -0.4758  0.350
H -1.1860 4.3222 -5.4357  0.362
H -5.9904 -0.6173 2.0313  0.312
H 1.9048 -3.0137 -7.8289  0.366
H -0.9871 -3.2849 1.9252  0.545
H -1.9359 10.9666 -3.5924  0.345
H 3.2651 0.5238 -0.6871  0.470
H 4.3176 1.2095 1.4532  0.323
H -4.7717 -0.8746 3.4280  0.341
H 0.1060 -7.0107 5.7756  0.376
H 1.5305 1.4915 -3.6803  0.441
H -5.5585 0.2545 -0.7369  0.248
H 4.1595 1.3773 -2.8387  0.537
H 0.9672 -6.4714 8.0396  0.371
H -4.6491 1.3702 0.8999  0.158
H -2.0475 -0.8140 -1.4195  0.423
H -5.2413 -2.2403 -1.6562  0.355
H 2.1672 8.7429 -1.9033  0.352
H 4.5948 -2.1462 5.2111  0.371
H -0.3663 -3.3301 -6.8802  0.349
H 3.5917 -3.2994 -3.8858  0.395
H 2.5834 -2.7910 1.4676  0.501
H 3.8848 -3.0080 -6.3329  0.356

As for the SMILES: C#C[C@]1(C(=O)[O-])CO[C@@](CCO)(CCCI)[C@@](Br)(N=C=O)[N@H+]1I.c1ccccc1.c1ccccc1.c1ccccc1.c1ccccc1.c1ccccc1.c1ccccc1. For the energy, the calculation gives -5552.30104 Eh. Its LUMO energy is -2.616 eV. The gap between HOMO and LUMO comes out at 5.640 eV.

Record 2
DFT (ωB97M-V with the def2-TZVPD basis set) results for C39H28N4O3PPdSe as an isolated structure in a non-equilibrium geometry.

Each line ends with the Mulliken charge.
Positions of all 77 atoms, in Å:
Pd 0.1428 0.3530 -1.0124  0.872
Se 4.7104 6.2796 0.6060  0.293
P -0.1063 -1.8429 -0.9576  2.940
O -0.0061 0.9739 1.5677  -0.216
O -3.4729 0.6310 -1.8501  -0.684
O -1.4241 -0.1757 -2.2136  -0.931
N 0.2028 2.4628 -1.2049  -0.269
N 4.9527 4.5140 0.5865  -0.852
N 3.0361 6.1551 0.0088  -0.863
N 2.1839 0.7316 -0.5637  0.424
C 0.5712 -4.6689 -3.7995  -0.765
C 3.1595 -0.1224 -0.3020  -0.214
C 1.1740 -3.9403 -4.8175  -0.532
C 0.3876 -2.6623 -2.4839  -0.131
C 0.8824 -2.6468 0.3534  0.612
C -0.1927 1.0764 3.9258  -1.808
C -2.6981 1.6120 1.1141  1.035
C -2.6334 -0.2346 -1.7119  0.058
C -2.0536 1.8570 2.3253  0.291
C -1.8175 -2.3086 -0.5390  0.289
C -4.5787 2.9033 1.8384  -0.601
C -4.1906 -1.8572 -0.6179  -0.719
C -2.6911 2.6225 3.3008  -0.497
C -2.0752 -3.4678 0.1872  -0.515
C 4.6758 1.6192 0.2956  -0.659
C -0.7001 1.2816 2.5275  0.541
C 3.8426 3.9740 0.1610  0.880
C 1.9531 -3.4963 0.0829  -0.594
C 1.3506 3.0006 -0.7641  -0.197
C -2.8899 -1.5039 -0.9453  0.455
C -3.9605 2.1228 0.8706  -0.713
C 2.7775 4.8866 -0.1607  0.930
C -0.8241 3.2362 -1.5252  -0.256
C 0.1785 -4.0323 -2.6349  -0.295
C 1.3532 -2.8473 2.7109  -0.935
C -0.7457 4.6238 -1.4284  -0.983
C 4.4222 0.2788 0.1234  -1.128
C 2.4236 -3.6885 2.4327  -0.681
C 2.7206 -4.0133 1.1182  -0.764
C 2.4245 2.0603 -0.4213  -0.409
C 0.4253 5.2000 -0.9836  -0.556
C 1.5045 4.3800 -0.6412  0.555
C 3.6605 2.5376 0.0154  0.478
C -3.9449 3.1561 3.0478  -0.737
C -4.4373 -3.0272 0.0844  -0.715
C 0.5914 -2.3284 1.6796  -0.576
C 0.9757 -1.9339 -3.5112  -0.557
C 1.3744 -2.5762 -4.6738  -0.721
C -3.3812 -3.8293 0.4843  -0.713
H 1.8289 -2.0057 -5.4723  0.430
H 3.5438 -4.6782 0.8935  0.454
H 0.5283 6.2723 -0.8911  0.555
H -1.2603 -4.0887 0.5354  0.425
H 1.1097 -2.6018 3.7362  0.457
H 0.0387 2.0422 4.3800  0.469
H -0.2969 -4.6042 -1.8468  0.409
H -1.5997 5.2252 -1.7027  0.495
H -2.2080 2.8173 4.2491  0.409
H -4.9960 -1.2068 -0.9305  0.551
H 5.6371 1.9771 0.6371  0.565
H -1.7165 2.7273 -1.8758  0.557
H -4.4324 3.7640 3.7976  0.405
H 1.1066 -0.8624 -3.4083  0.450
H -5.5637 3.3110 1.6535  0.422
H -4.4501 1.9012 -0.0689  0.487
H 1.4782 -4.4370 -5.7290  0.403
H 3.0166 -4.0961 3.2405  0.419
H 5.1773 -0.4679 0.3202  0.498
H 0.7173 0.4821 3.8882  0.331
H 2.1866 -3.7701 -0.9381  0.406
H -0.9438 0.5959 4.5522  0.427
H -0.2424 -1.6759 1.9062  0.569
H -5.4530 -3.3103 0.3249  0.426
H 2.9269 -1.1725 -0.4316  0.304
H -2.1990 1.0043 0.3704  -0.096
H 0.4031 -5.7309 -3.9158  0.437
H -3.5705 -4.7372 1.0412  0.465

For the energy, the calculation gives -4818.30283 Eh. Its LUMO energy is -3.350 eV. As for the net charge: +1. The gap between HOMO and LUMO comes out at 8.186 eV.

Record 3
DFT (ωB97M-V with the def2-TZVPD basis set) results for a 12-piece molecular cluster, C28H60N4O16 overall in a non-equilibrium geometry.

Each line ends with the Mulliken charge.
Positions of all 108 atoms, in Å:
O -0.9041 4.8994 1.2286  -0.540
O 1.6217 -3.7726 3.1547  -0.574
O 4.8957 4.2716 0.8887  -0.523
O -2.8165 0.7400 -4.6444  -0.571
O 5.5866 -1.7876 -0.9103  -0.571
O -1.8257 -1.0856 -4.1060  -0.549
O 3.2831 4.6550 -0.5586  -0.507
O 2.3766 -0.9005 0.1677  -0.503
O -4.7773 -2.8946 -1.1654  -0.558
O 2.5130 1.8728 4.7736  -0.582
O 1.6120 2.6920 -3.8147  -0.429
O -4.6769 4.2956 4.1483  -0.575
O 2.2535 2.5254 -5.8669  -0.554
O -4.9007 4.0146 1.9742  -0.548
O -1.3639 0.3238 0.7568  -0.624
O -1.8521 -4.0770 0.4622  -0.343
N -2.7941 -0.3903 -4.1996  1.014
N -4.3375 3.8355 3.0390  0.921
N 1.4916 2.2544 -4.9492  0.765
N 4.3675 4.2519 -0.2333  0.903
C 3.6823 -0.9604 2.2020  -1.151
C 4.6329 -3.7297 0.0574  -0.778
C -4.4437 -1.3800 0.6336  -0.581
C -4.0696 -0.8758 -3.7145  -0.800
C -0.7235 -1.2300 -0.8714  0.879
C 2.1271 2.4325 3.7874  0.544
C 3.9446 0.8433 0.4656  -1.297
C 0.0578 5.4110 -0.9015  -1.044
C -1.1542 -4.3234 -1.7368  -0.780
C -1.1034 5.0267 0.0066  0.969
C 1.1391 1.7211 2.8119  0.794
C 2.5448 3.8945 3.4646  -1.028
C 0.5173 -3.2987 3.1912  0.791
C -0.1420 1.2473 -1.1049  -0.010
C -5.3753 -3.7660 0.9792  -1.017
C 4.7684 -2.6723 -1.0443  1.004
C -2.9220 -5.8982 -0.6236  -1.378
C 5.2195 3.6930 -1.3941  -0.758
C 3.8598 -2.7807 -2.2967  -0.951
C -0.6410 -4.0498 3.7805  -1.190
C 3.2598 -0.4120 0.8349  0.932
C -0.7965 0.1089 -0.3152  0.603
C -1.9695 -4.7331 -0.5748  0.786
C -3.1118 3.0615 3.0343  -0.485
C 0.1252 1.5827 -5.1320  -0.436
C 0.0989 -1.9273 2.6881  0.580
C -4.9265 -2.6830 0.0353  0.909
C -2.4759 4.8665 -0.6405  -1.145
H -1.1220 -5.1547 -2.4124  0.480
H -4.6123 -0.1247 -3.1239  0.286
H 2.6999 4.0525 2.4159  0.068
H -3.9342 -1.7559 -3.1176  0.270
H 0.3113 -1.5850 -0.8738  -0.094
H -3.3722 -1.5531 0.9127  -0.246
H 4.6017 -4.8377 -0.2335  0.361
H -1.3189 -1.9798 -0.3612  -0.612
H -1.1053 -3.5938 4.6516  0.375
H 2.7585 -2.6998 -2.0863  -0.008
H -5.8898 -4.4894 0.3386  0.311
H 0.7698 -1.5523 1.9001  -0.767
H 3.6550 -3.5065 0.5343  -0.039
H -3.5258 -5.9539 -1.5251  0.375
H 1.0047 0.6040 2.9904  -0.498
H -2.3468 -6.8168 -0.5926  0.434
H -0.1568 -4.0812 -1.4542  0.185
H 0.8049 0.7346 -1.4540  0.035
H 0.1485 2.2161 2.9380  0.261
H -2.7208 5.6028 -1.3882  0.440
H -0.5379 2.4594 -4.9401  0.282
H 1.4726 2.0990 1.8148  -0.230
H -6.1188 -3.4629 1.6965  0.463
H -1.1439 -1.2369 -1.9210  -0.106
H -3.6660 -5.8152 0.1716  0.233
H 0.1596 2.0293 -0.3762  -0.292
H 1.6631 4.5102 3.6869  0.326
H 0.2872 6.4284 -0.6520  0.434
H 3.5086 -0.1504 2.8813  0.413
H -0.1574 5.2635 -1.9188  0.374
H -2.5674 3.9333 -1.1575  0.246
H 4.0233 -3.7765 -2.8166  0.391
H -0.9248 -1.9713 2.2549  -0.169
H 0.0562 0.8450 -4.3656  0.065
H 5.3867 -3.5674 0.8000  0.325
H -4.3853 -4.0095 1.3861  -0.023
H -1.5779 -3.4745 -2.2337  0.055
H -0.7443 1.5797 -1.9802  0.225
H 0.1612 -1.2988 3.5655  0.483
H -2.7481 3.0198 1.9514  0.013
H 4.7642 4.1393 -2.2926  0.302
H 6.1890 3.9386 -1.1872  0.338
H 4.1686 -1.9863 -2.9517  0.342
H 2.9592 -1.7401 2.4272  -0.018
H 3.2793 4.3557 4.0549  0.418
H 4.1617 1.4421 1.3562  0.412
H 4.6729 -1.2857 2.1620  0.425
H 0.0704 1.2154 -6.1376  0.307
H -4.5401 -0.5490 -0.0393  0.287
H 3.3363 1.3433 -0.2839  0.117
H -4.8855 -1.2402 1.5900  0.448
H 4.9475 0.7048 0.0582  0.466
H 5.0593 2.6478 -1.4324  0.260
H -1.4626 -4.1570 3.0093  0.029
H -3.3910 2.1388 3.4514  0.319
H -0.3481 -5.0354 4.1359  0.385
H -3.3328 4.8233 0.0363  0.264
H -4.7215 -1.0857 -4.5316  0.350
H -2.5111 3.7128 3.7004  0.318
H 0.9134 4.7953 -0.7992  0.090

As for the SMILES: C[N+](=O)[O-].C[N+](=O)[O-].C[N+](=O)[O-].C[N+](=O)[O-].CC(C)=O.CC(C)=O.CC(C)=O.CC(C)=O.CC(C)=O.CC(C)=O.CC(C)=O.CC(C)=O. For the energy, the calculation gives -2525.27957 Eh. Its LUMO energy is -0.389 eV. The gap between HOMO and LUMO comes out at 8.802 eV.

Record 4
DFT (ωB97M-V with the def2-TZVPD basis set) results for the molecule C5H6O2.

Each line ends with the Mulliken charge.
Positions of all 13 atoms, in Å:
O -1.0723 1.5924 -2.1192  -0.555
O 0.6249 0.7383 -0.9151  -0.364
C -1.3277 1.0556 0.2467  -0.309
C 0.8734 -1.4585 -0.1182  -1.220
C 0.7343 0.0047 0.3101  0.372
C -0.5265 0.3733 1.0595  -0.483
C -0.6490 1.1907 -1.0705  0.399
H 1.6283 0.3439 0.8458  0.334
H 1.4999 -1.4652 -1.0147  0.325
H 1.3400 -2.0944 0.6371  0.375
H -0.7114 0.1251 2.1002  0.406
H -2.3117 1.4668 0.4313  0.413
H -0.1022 -1.8726 -0.3930  0.309

As for the SMILES: C[C@@H]1C=CC(=O)O1. For the energy, the calculation gives -344.59602 Eh. Its LUMO energy is 0.593 eV. The gap between HOMO and LUMO comes out at 11.012 eV.